The following is a DFT calculation (ωB97M-V/def2-TZVPD) of a structure of composition C38H44NbO.

```
84
Properties=species:S:1:pos:R:3:forces:R:3
O 2.8681 2.8596 3.4862 -0.8 -1.4 -1.2
Nb 1.7174 1.2044 3.0008 2.5 3.0 0.4
C 2.3192 1.2962 0.7908 0.0 0.7 -1.3
C 3.8888 1.2947 0.5342 -0.1 -1.6 1.0
C 4.4553 -0.1107 0.9998 0.9 -0.1 0.0
C 5.6074 -0.1462 1.9080 -1.3 -2.8 -1.0
C 6.0613 -1.4709 2.3315 -1.1 0.3 -1.1
C 5.4236 -2.6945 1.8575 -1.0 1.3 -0.7
C 4.2825 -2.6379 0.9513 1.0 2.4 0.4
C 3.8232 -1.3272 0.5184 1.6 -0.3 1.2
H 3.2110 3.3011 2.6865 -0.2 -0.1 0.5
H 3.0226 0.0121 3.4453 -0.3 -1.0 0.2
H 1.1099 1.1913 4.7188 -0.5 -0.1 0.2
H 0.3269 2.3343 2.5841 -0.7 -0.5 0.0
H 0.5458 -0.1701 2.6538 0.1 0.1 0.0
H 1.9238 2.2299 0.2824 0.2 -0.9 0.6
H 1.7858 0.4408 0.2798 0.8 0.8 0.3
H 4.1667 1.4878 -0.5417 -0.2 -0.1 1.0
H 4.4056 2.0394 1.2060 -0.5 -0.5 -0.9
H 6.1180 0.7844 2.2579 -0.7 -1.0 -0.3
H 6.9373 -1.5441 3.0118 -0.8 0.0 -0.5
H 5.7728 -3.7042 2.1657 -0.1 1.0 -0.1
H 3.7510 -3.5283 0.5498 0.7 0.6 0.5
H 2.9731 -1.2432 -0.1907 0.7 -0.1 0.7
C -0.0653 -3.6972 2.1093 0.0 -0.1 0.0
C -0.9807 -4.6751 2.4788 0.0 0.0 0.0
C -0.6359 -5.6272 3.4309 0.0 0.0 0.0
C 0.6222 -5.5943 4.0204 0.0 0.0 0.0
C 1.5361 -4.6130 3.6529 -0.1 -0.1 0.0
C 1.1940 -3.6673 2.6944 0.1 0.0 0.0
H -0.3331 -2.9565 1.3646 0.0 0.0 0.1
H -1.9647 -4.6957 2.0232 0.0 0.0 0.0
H -1.3481 -6.3943 3.7144 0.0 0.0 0.0
H 0.8904 -6.3337 4.7670 0.0 0.0 0.0
H 2.5170 -4.5856 4.1138 0.0 0.0 0.0
H 1.9080 -2.9056 2.4040 -0.1 0.0 0.1
C 8.0155 3.6763 -1.8423 0.0 0.0 0.0
C 7.1424 2.6659 -1.4571 0.1 0.0 0.0
C 7.5450 1.7156 -0.5266 0.0 0.0 0.0
C 8.8183 1.7817 0.0261 0.0 0.1 0.0
C 9.6904 2.7942 -0.3563 0.0 0.0 0.0
C 9.2908 3.7391 -1.2935 0.0 0.0 0.0
H 7.7019 4.4155 -2.5707 0.0 0.0 0.0
H 6.1467 2.6183 -1.8829 0.0 0.0 0.0
H 6.8663 0.9238 -0.2310 0.0 0.0 0.0
H 9.1304 1.0431 0.7556 0.0 0.0 0.0
H 10.6832 2.8463 0.0765 0.0 0.0 0.0
H 9.9730 4.5256 -1.5956 0.0 0.0 0.0
C -3.7864 -2.4446 -1.2755 0.0 0.0 0.0
C -3.7528 -3.0765 -0.0386 0.0 0.0 0.1
C -4.4729 -4.2475 0.1640 0.0 0.0 -0.1
C -5.2196 -4.7924 -0.8740 0.0 0.0 0.0
C -5.2504 -4.1625 -2.1121 0.0 0.0 0.0
C -4.5374 -2.9865 -2.3120 0.0 0.0 0.0
H -3.2270 -1.5293 -1.4320 0.0 0.0 0.0
H -3.1649 -2.6551 0.7692 0.0 0.0 0.0
H -4.4517 -4.7365 1.1310 0.0 0.0 0.0
H -5.7776 -5.7085 -0.7173 0.0 0.0 0.0
H -5.8317 -4.5884 -2.9224 0.0 0.0 0.0
H -4.5658 -2.4922 -3.2766 0.0 0.0 0.0
C -4.5613 2.4233 -4.9464 0.0 0.0 0.0
C -4.5275 1.7912 -3.7094 0.0 0.0 0.0
C -5.2475 0.6202 -3.5068 0.0 0.0 0.0
C -5.9943 0.0758 -4.5448 0.0 0.0 0.0
C -6.0252 0.7058 -5.7831 0.0 0.0 0.0
C -5.3124 1.8817 -5.9830 0.0 0.0 0.0
H -4.0021 3.3385 -5.1029 0.0 0.0 0.0
H -3.9397 2.2120 -2.9018 0.0 0.0 0.0
H -5.2263 0.1307 -2.5396 0.0 0.0 0.0
H -6.5523 -0.8405 -4.3879 0.0 0.0 0.0
H -6.6065 0.2801 -6.5932 0.0 0.0 0.0
H -5.3410 2.3759 -6.9472 0.0 0.0 0.0
C -6.1881 4.5312 1.5344 0.0 0.0 0.0
C -5.8317 5.4422 0.5477 0.0 0.0 0.0
C -5.7614 5.0375 -0.7796 0.0 0.0 0.0
C -6.0570 3.7233 -1.1214 0.0 0.1 0.0
C -6.4169 2.8135 -0.1352 0.0 0.0 0.0
C -6.4784 3.2159 1.1932 0.0 0.0 0.0
H -6.2393 4.8462 2.5700 0.0 0.0 0.0
H -5.6074 6.4688 0.8138 0.0 -0.1 0.0
H -5.4767 5.7466 -1.5485 0.0 0.0 0.0
H -6.0069 3.4086 -2.1568 0.0 0.0 0.1
H -6.6489 1.7886 -0.4024 0.0 0.0 0.0
H -6.7536 2.5046 1.9630 0.0 0.0 0.0
```
Forces are in eV/Å.

Results
Relative energy (zero: lowest compared OMol25 entry of this formula, charge and spin) = 0.0 kcal/mol
E_HOMO = -0.174 Ha
Spin multiplicity = 1
E_tot = -1606.39885 a.u.
Total charge = -1

The following is a DFT calculation (ωB97M-V/def2-TZVPD) of a structure of composition C38H45AsN3O2S3W.

```
93
Properties=species:S:1:pos:R:3:forces:R:3
W 0.3746 -0.8788 0.2178 0.3 -0.2 -0.5
N 0.0690 -2.8306 1.3056 0.0 -0.1 0.1
C 1.2853 -3.6516 1.5597 0.0 0.0 0.0
C 2.1837 -3.5008 0.3560 0.0 0.0 0.1
N 2.3612 -2.0560 0.0279 -0.1 0.0 0.1
C 3.5159 -1.4297 0.7348 0.0 0.0 0.1
C 3.0733 -0.8421 2.0569 0.1 0.0 -0.1
N 1.8678 -0.0331 1.7835 -0.1 0.0 0.0
H -0.5889 -3.4066 0.7785 0.0 0.0 0.0
H -0.4014 -2.6448 2.1913 0.0 0.0 0.0
H 1.7527 -3.2987 2.4754 0.0 0.0 0.0
H 1.0196 -4.6977 1.7096 0.0 0.0 0.0
H 3.1522 -3.9734 0.5225 0.0 0.0 0.0
H 1.7181 -3.9734 -0.5086 0.0 0.0 0.0
H 2.6195 -2.0427 -0.9582 0.0 0.0 0.0
H 4.3176 -2.1568 0.8676 0.0 0.0 0.0
H 3.8963 -0.6382 0.0875 0.0 0.0 0.0
H 2.8204 -1.6080 2.7856 0.0 0.0 0.0
H 3.8731 -0.2386 2.4873 0.0 0.0 0.0
H 1.3860 0.1839 2.6529 0.0 0.0 0.0
H 2.1349 0.8764 1.4139 0.0 0.0 0.0
O -0.1570 1.0571 0.6870 0.2 0.0 -0.2
S -0.9187 2.3396 0.2260 -0.1 0.1 0.0
C -2.4966 1.8635 -0.5505 0.1 0.0 -0.1
C -3.7993 1.8485 0.2355 -0.1 0.1 0.0
C -4.1233 0.6328 1.0952 0.0 0.0 0.0
C -4.2238 -0.6610 0.2854 0.1 0.0 0.0
S -2.8404 -1.7965 0.5291 0.0 0.1 0.0
O -1.6596 -0.7994 0.7767 -0.1 0.0 0.2
C -3.1655 -2.4862 2.1235 0.0 0.0 0.0
C -2.7904 -1.8405 3.2988 0.0 0.0 0.0
C -3.0877 -2.4457 4.5101 0.0 0.0 0.0
C -3.7563 -3.6651 4.5369 0.0 0.0 0.0
C -4.1218 -4.2975 3.3568 0.0 0.0 0.0
C -3.8162 -3.7151 2.1347 0.0 0.0 0.0
C -1.3972 3.0938 1.7439 0.0 -0.1 0.0
C -1.6397 2.3529 2.8947 0.0 0.0 0.0
C -2.0404 3.0210 4.0387 0.0 0.0 0.0
C -2.2063 4.4027 4.0183 0.0 0.0 0.0
C -1.9548 5.1282 2.8634 0.0 0.0 0.0
C -1.5329 4.4751 1.7128 0.0 0.0 0.0
H -2.2656 0.9296 -1.0724 0.0 0.0 0.0
H -2.5642 2.6361 -1.3209 0.0 0.0 0.0
H -4.5887 1.9586 -0.5135 0.0 0.0 0.0
H -3.8586 2.7460 0.8543 0.0 0.0 0.0
H -5.0869 0.8128 1.5714 0.0 0.0 0.0
H -3.4006 0.5283 1.9031 0.0 0.0 0.0
H -4.2428 -0.4821 -0.7922 0.0 0.0 0.0
H -5.1023 -1.2609 0.5303 0.0 0.0 0.0
H -2.2805 -0.8858 3.2678 0.0 0.0 0.0
H -2.8100 -1.9625 5.4372 0.0 0.0 0.0
H -3.9917 -4.1250 5.4872 0.0 0.0 0.0
H -4.6364 -5.2480 3.3847 0.0 0.0 0.0
H -4.0843 -4.2094 1.2082 0.0 0.0 0.0
H -1.4993 1.2794 2.8880 0.0 0.0 0.0
H -2.2261 2.4710 4.9515 0.0 0.0 0.0
H -2.5238 4.9162 4.9156 0.0 0.0 0.0
H -2.0718 6.2030 2.8596 0.0 0.0 0.0
H -1.3071 5.0321 0.8110 0.0 0.0 0.0
S -0.3111 -2.2605 -1.5445 0.0 0.2 0.1
C -0.1608 -1.5028 -3.1535 0.0 0.0 0.0
C -0.8076 -2.1119 -4.2242 0.0 0.0 0.0
C -0.6587 -1.5864 -5.4991 0.0 0.0 0.0
C 0.1479 -0.4745 -5.7203 0.0 0.0 0.0
C 0.8046 0.1220 -4.6562 0.0 0.0 0.0
C 0.6304 -0.3833 -3.3700 0.0 0.0 0.0
As 1.5909 0.2894 -1.8621 -0.2 0.1 0.3
C 1.4210 2.2006 -1.8401 0.0 0.0 0.0
C 2.0613 2.9243 -0.8342 0.0 0.0 0.0
C 1.8935 4.2974 -0.7544 0.0 0.0 0.0
C 1.0829 4.9499 -1.6769 0.0 0.0 0.0
C 0.4448 4.2316 -2.6772 0.0 0.0 0.0
C 0.6082 2.8534 -2.7617 0.0 0.0 0.0
C 3.4154 -0.1352 -2.3349 -0.1 -0.2 -0.2
C 4.5016 0.6919 -2.0723 0.0 0.0 0.0
C 5.7802 0.2677 -2.4162 0.0 0.1 0.0
C 5.9743 -0.9720 -3.0067 0.0 -0.1 0.0
C 4.8879 -1.7925 -3.2852 0.0 0.0 0.0
C 3.6061 -1.3737 -2.9590 0.0 0.1 0.0
H -1.4130 -2.9947 -4.0641 0.0 0.0 0.0
H -1.1644 -2.0588 -6.3304 0.0 0.0 0.0
H 0.2740 -0.0855 -6.7212 0.0 0.0 0.0
H 1.4600 0.9685 -4.8263 0.0 0.0 0.0
H 2.7006 2.4268 -0.1111 0.0 0.0 0.0
H 2.4041 4.8618 0.0148 0.0 0.0 0.0
H 0.9672 6.0247 -1.6260 0.0 0.0 0.0
H -0.1694 4.7454 -3.4054 0.0 0.0 0.0
H 0.1116 2.2997 -3.5485 0.0 0.1 0.1
H 4.3660 1.6715 -1.6331 0.0 0.0 0.0
H 6.6253 0.9177 -2.2329 0.0 0.0 0.0
H 6.9725 -1.2913 -3.2741 0.0 0.0 0.0
H 5.0372 -2.7425 -3.7806 0.0 0.0 0.0
H 2.7528 -1.9850 -3.2475 0.1 0.0 0.1
```
Forces are in eV/Å.

Results
Relative energy (zero: lowest compared OMol25 entry of this formula, charge and spin) = 0.0 kcal/mol
E_HOMO (alpha / beta) = -0.577 / -0.576 Ha
Spin multiplicity = 1
E_tot = -5286.36155 a.u.
Total charge = +3

The following is a DFT calculation (ωB97M-V/def2-TZVPD) of a structure of composition C38H45BFN12O3SbScSe4.

```
106
Properties=species:S:1:pos:R:3:forces:R:3
Sc -0.8499 -0.2921 0.5379 -1.0 0.2 0.1
C -1.1608 0.3228 4.3688 0.0 -0.1 0.0
C -1.0290 -1.0071 3.7036 0.0 0.1 0.0
C -1.3924 -2.2666 4.1929 0.1 0.0 -0.1
C -0.9736 -3.1601 3.2295 -0.1 -0.1 0.1
N -0.4119 -2.4757 2.2212 0.1 0.0 -0.2
N -0.4500 -1.1421 2.5079 0.0 0.0 0.2
B 0.4880 -3.0946 1.0828 0.0 0.1 -0.1
N 1.6039 -2.0618 0.7430 0.2 0.0 0.0
C 2.9353 -2.2255 0.7692 0.0 0.0 -0.1
C 3.5371 -1.0121 0.5198 -0.1 0.0 0.0
C 2.4819 -0.1138 0.3436 0.0 0.0 0.0
C 2.5577 1.3570 0.1110 0.0 0.1 0.0
N 1.3181 -0.7619 0.4540 -0.1 -0.1 0.0
N -0.3480 -3.2957 -0.2079 0.0 0.1 -0.1
C -0.3749 -4.3089 -1.0821 0.1 0.0 0.1
C -1.0856 -3.9176 -2.1946 -0.1 0.0 0.0
C -1.4795 -2.6086 -1.9341 0.1 0.1 0.2
C -2.3135 -1.7176 -2.7826 -0.1 0.1 0.0
N -1.0197 -2.2159 -0.7337 0.2 -0.1 0.2
N 1.0927 -4.3557 1.6263 -0.1 -0.3 0.0
C 1.9043 -4.4277 2.7141 0.2 0.0 0.1
C 1.9624 -5.7296 3.1239 -0.1 0.0 -0.1
C 1.1018 -6.4192 2.2357 0.1 0.1 0.0
C 0.7634 -7.8701 2.2181 0.0 -0.1 0.0
N 0.5770 -5.5901 1.3544 -0.1 0.1 -0.1
H -2.0777 0.3648 4.9555 0.0 0.0 0.0
H -1.1422 1.1422 3.6525 0.0 0.0 0.0
H -0.3265 0.4690 5.0563 0.0 0.0 0.0
H -1.8562 -2.4909 5.1369 0.0 0.0 0.0
H -0.9944 -4.2385 3.2116 0.0 0.0 0.0
H 3.3651 -3.1938 0.9586 0.0 0.0 0.0
H 4.5901 -0.7980 0.4834 0.0 0.0 0.0
H 3.3854 1.7750 0.6815 0.0 0.0 0.0
H 1.6407 1.8569 0.4248 0.0 0.0 0.0
H 2.7454 1.5872 -0.9399 0.0 0.0 0.0
H 0.0924 -5.2428 -0.8289 0.0 0.0 0.0
H -1.3126 -4.5073 -3.0643 0.0 0.0 0.0
H -3.0603 -2.3000 -3.3212 0.0 0.0 0.0
H -1.7107 -1.1803 -3.5217 0.0 0.0 0.0
H -2.8144 -0.9890 -2.1506 0.0 -0.1 0.0
H 2.3752 -3.5442 3.1160 0.0 0.0 0.0
H 2.5343 -6.1423 3.9359 0.0 0.0 0.0
H 1.6459 -8.4784 2.4122 0.0 0.0 0.0
H 0.3538 -8.1515 1.2504 0.0 0.0 0.0
H 0.0249 -8.1093 2.9848 0.0 0.0 0.0
C -3.1426 6.9810 -1.7944 0.0 0.0 0.0
C -4.0776 6.0558 -1.0398 -0.1 -0.1 0.1
N -3.6222 4.6498 -1.0389 0.0 0.0 0.0
C -2.9024 4.2090 -0.0114 0.0 0.0 0.1
C -2.3957 2.9337 0.1014 -0.1 0.5 0.1
C -1.5512 2.6442 1.2908 0.4 -0.4 0.2
O -1.5866 3.3244 2.2903 -0.1 0.1 -0.1
O -0.7855 1.5905 1.1337 0.1 0.1 0.3
C -2.6945 1.9685 -0.8730 -0.2 -0.1 -0.2
O -2.3198 0.7604 -0.8265 0.2 -0.1 -0.3
C -3.4781 2.4504 -2.0081 0.0 -0.1 -0.1
C -3.7666 1.5744 -3.0694 -0.1 0.2 -0.1
C -4.4041 2.0535 -4.1749 0.0 0.1 0.1
F -4.6942 1.2312 -5.1939 0.0 -0.1 0.0
C -4.7578 3.4075 -4.3042 -0.1 0.0 -0.1
C -4.5204 4.2608 -3.2586 0.1 -0.2 0.2
C -3.8850 3.7911 -2.0922 -0.1 0.1 -0.2
N -5.2543 3.9462 -5.5366 0.3 0.0 0.0
C -4.1923 3.9756 -6.5465 0.0 0.1 -0.1
C -4.6235 4.8436 -7.7091 -0.2 0.0 -0.1
N -5.9303 4.3220 -8.2603 0.0 -0.1 0.0
C -6.9914 4.2251 -7.1912 0.1 0.0 -0.2
C -6.4687 3.3494 -6.0711 -0.1 0.0 0.1
H -3.5335 7.9966 -1.7505 0.0 0.0 0.0
H -3.0382 6.6963 -2.8406 0.0 0.0 0.0
H -2.1490 6.9821 -1.3470 0.0 0.0 0.0
H -5.0945 6.0755 -1.4310 0.0 0.0 0.0
H -4.1462 6.3458 0.0071 0.0 0.0 0.0
H -2.7122 4.9250 0.7789 0.1 -0.1 0.1
H -3.4793 0.5362 -3.0269 0.0 0.0 0.0
H -4.7931 5.2968 -3.3780 0.0 0.0 0.0
H -3.9253 2.9664 -6.8980 0.0 0.0 0.0
H -3.2880 4.4114 -6.1159 0.0 0.0 0.0
H -3.9023 4.8360 -8.5238 0.0 0.0 0.0
H -4.8225 5.8675 -7.3964 0.1 0.0 0.0
H -5.7762 3.3940 -8.6641 0.0 0.0 0.0
H -6.2526 4.9206 -9.0222 0.0 0.0 0.0
H -7.8831 3.8149 -7.6610 0.0 0.0 0.1
H -7.1771 5.2458 -6.8611 0.0 0.0 0.1
H -6.3147 2.3289 -6.4484 0.0 0.0 0.0
H -7.2295 3.2989 -5.2915 0.0 0.0 0.0
C -6.8746 -1.8266 2.9495 -0.1 0.0 0.0
C -5.5395 -1.4918 2.3633 0.0 0.0 0.0
C -4.9019 -0.2878 2.6531 0.1 0.0 0.0
C -3.6542 -0.0334 2.1228 0.0 0.1 0.0
N -3.0069 -0.8872 1.3195 0.1 -0.1 -0.1
C -3.6166 -2.0439 1.0351 0.0 0.0 0.1
C -4.8643 -2.3756 1.5303 0.0 0.0 0.0
H -7.5024 -0.9402 3.0298 0.0 0.0 0.0
H -6.7478 -2.2337 3.9544 0.0 0.0 0.0
H -7.3958 -2.5730 2.3529 0.0 0.0 0.0
H -5.3685 0.4471 3.2955 0.0 0.0 0.0
H -3.1421 0.8924 2.3586 0.0 0.0 0.0
H -3.0766 -2.7264 0.3931 0.0 0.0 0.0
H -5.2996 -3.3296 1.2657 0.0 0.0 0.0
Se -1.3226 0.8526 -6.1489 0.0 0.4 0.2
Sb -0.5295 2.4794 -4.6159 -0.3 -0.1 -0.4
Se 1.7769 1.5621 -3.7471 -0.1 0.1 0.2
Se -0.8670 4.7853 -4.1977 0.0 -0.3 -0.1
Se -0.0081 1.2858 -2.3368 0.4 -0.1 -0.1
```
Forces are in eV/Å.

Results
Relative energy (zero: lowest compared OMol25 entry of this formula, charge and spin) = 0.0 kcal/mol
E_HOMO (alpha / beta) = -0.454 / -0.454 Ha
Spin multiplicity = 2
E_tot = -13089.16265 a.u.
Total charge = +2

- Number 2 is which compound?
  C38H45AsN3O2S3W

- relative energy (zero: lowest compared OMol25 entry of this formula, charge and spin) of number 2 (C38H45AsN3O2S3W)?
  0.0 kcal/mol